(1)
DFT (ωB97M-V with the def2-TZVPD basis set) results for a structure of composition C5H9CeO5.

Computed properties:
Spin multiplicity: 3
Charge: +1
HOMO (spin up / spin down) in eV: -11.78 / -11.87
<S²>: 2.00
Relative energy (zero: lowest compared OMol25 entry of this formula, charge and spin) in eV: 1.314
Frontier orbital gap (spin up / spin down) in eV: 6.18 / 6.12

Last column: Löwdin charge in e.
Cartesian coordinates (Å):
C 3.13472 -0.78333 -1.08488  -0.095
C 1.77037 -0.86525 -0.43215  -0.382
O 1.18524 0.37937 -0.07115  -0.514
Ce 2.35287 2.45778 0.05370  1.556
H 3.47539 -1.78735 -1.37431  0.100
H 3.09511 -0.17893 -2.00399  0.082
H 3.88317 -0.37348 -0.38910  0.070
H 1.82507 -1.51552 0.45823  0.123
H 1.09071 -1.39345 -1.12446  0.120
C -1.15402 -0.11215 0.45967  -0.148
C -1.53742 1.36487 0.34140  -0.115
O -2.86482 1.49687 0.82513  0.031
C -3.63893 0.42344 0.50545  -0.641
O -2.91670 -0.64546 0.35442  0.052
O -4.76601 0.60221 0.08818  0.125
O -0.86090 -0.49907 1.73360  0.060
H -0.99704 -0.77134 -0.40252  0.151
H -1.51217 1.70056 -0.70325  0.144
H -0.87973 1.97882 0.96990  0.120
H -0.68491 -1.47858 1.79612  0.162

(2)
DFT (ωB97M-V with the def2-TZVPD basis set) results for an isolated molecule of C5H9Cl.

Computed properties:
SMILES string: CC/C(C)=C/Cl
HOMO in eV: -9.08
Relative energy (zero: lowest compared OMol25 entry of this formula, charge and spin) in eV: 4.736
Frontier orbital gap in eV: 9.93

Last column: natural (NBO) charge in e.
Cartesian coordinates (Å):
C 2.71850 -0.09772 0.64212  -0.659
C 1.58992 -0.68743 -0.44394  -0.416
C 0.30220 0.06808 -0.54894  -0.110
C 0.22038 1.48864 -0.29872  -0.649
C -0.73970 -0.60195 -0.31810  -0.219
Cl -2.19194 -0.16781 0.30859  0.070
H 2.28479 0.43029 1.71632  0.210
H 3.66999 -0.84026 1.16418  0.243
H 3.14207 0.89518 0.12338  0.214
H 1.41998 -1.80000 -0.22106  0.211
H 2.41020 -1.08270 -1.35542  0.218
H 0.86382 2.22820 -0.81192  0.229
H 0.24739 1.98881 0.90683  0.222
H -0.90126 1.71415 -0.64373  0.229
H -0.42179 -1.69860 -0.31915  0.210

(3)
DFT (ωB97M-V with the def2-TZVPD basis set) results for an isolated molecule of C5H9Cl.

Computed properties:
SMILES string: CCC1(Cl)CC1
HOMO in eV: -9.97
Relative energy (zero: lowest compared OMol25 entry of this formula, charge and spin) in eV: 2.668
Frontier orbital gap in eV: 10.93

Last column: natural (NBO) charge in e.
Cartesian coordinates (Å):
C -2.36557 0.28287 0.34364  -0.625
C -1.28302 -0.34894 -0.61190  -0.413
C 0.19062 -0.29316 -0.04595  -0.037
Cl 0.91517 1.35694 -0.03409  -0.068
C 0.86732 -1.19796 0.99492  -0.472
C 1.07904 -1.36420 -0.58654  -0.426
H -3.35872 -0.25849 0.14989  0.212
H -2.07769 -0.16194 1.26871  0.207
H -2.35244 1.45704 0.21331  0.228
H -1.75028 -1.38188 -0.88232  0.220
H -1.21274 0.23369 -1.54678  0.216
H 1.64066 -0.32468 1.31504  0.254
H 0.16199 -1.75135 1.79717  0.248
H 2.01989 -1.26571 -1.16737  0.238
H 0.44106 -2.08638 -1.13311  0.219

(4)
DFT (ωB97M-V with the def2-TZVPD basis set) results for a cluster of 2 separate species, C5H9Cl2N3O2 in total.

Computed properties:
SMILES string: [O-][N+](O)=C(Cl)Cl.CN1C=NCC1
HOMO (spin up / spin down) in eV: -8.08 / -8.08
Relative energy (zero: lowest compared OMol25 entry of this formula, charge and spin) in eV: 3.898
Frontier orbital gap (spin up / spin down) in eV: 8.48 / 8.48

Last column: natural (NBO) charge in e.
Cartesian coordinates (Å):
O 3.12762 -0.07043 -1.54518  -0.467
N 2.66115 -0.27802 -0.41369  0.334
O 2.38645 -1.61496 -0.14886  -0.500
C 2.22373 0.66515 0.45883  -0.039
Cl 2.40445 2.34638 0.07106  0.078
Cl 1.82929 0.19733 2.02433  0.100
H 2.56816 -1.83101 -1.08719  0.503
C -1.71619 1.78092 0.81862  -0.402
N -1.23554 0.52329 0.19045  -0.448
C -0.39815 0.50934 -0.92546  0.260
N -0.20806 -0.65853 -1.45946  -0.519
C -0.83637 -1.63131 -0.63374  -0.250
C -1.68270 -0.84280 0.46951  -0.235
H -2.74285 2.05086 0.51066  0.199
H -1.56463 1.70147 1.95308  0.201
H -0.94021 2.46734 0.51263  0.210
H 0.10122 1.41532 -1.29892  0.205
H -0.18546 -2.42059 -0.25023  0.205
H -1.58136 -2.27214 -1.21604  0.191
H -2.79237 -0.89840 0.47739  0.186
H -1.41819 -1.13921 1.49222  0.187

Table of molar mass (g/mol), in record order: 289.2, 104.6, 104.6, 214.1
Table of energy (eV), in record order: -28486.0936, -17848.5948, -17850.6626, -38936.1095